Entry 1:
Below is 4 unconnected molecules or ions with the total composition C28H34O7, with properties calculated with wB97M-V/def2-TZVPD.

net charge: 0
energy relative to the best compared isomer or geometry (same formula, charge and spin): 0.0 kcal per mole

Each line ends with the natural charge from an NBO analysis.
Positions of all 69 atoms, in Å:
C -1.36 2.33 4.56  -0.7250
C -1.39 1.30 3.46  0.8005
O -0.58 0.42 3.34  -0.5816
O -2.44 1.44 2.62  -0.5267
C -2.22 1.05 1.26  -0.0772
C -1.33 2.06 0.50  -0.4612
C -0.22 1.44 -0.36  -0.0740
O 1.09 1.87 0.03  -0.5129
C 1.70 1.23 1.04  0.9982
O 2.55 1.77 1.69  -0.5653
O 1.31 -0.04 1.24  -0.5542
C 2.06 -1.03 0.53  -0.1076
C 1.28 -2.33 0.60  -0.0961
O 1.71 -3.17 1.67  -0.5462
C 1.28 -2.73 2.91  0.8198
C 2.31 -2.10 3.79  -0.7405
O 0.13 -2.84 3.22  -0.5567
H -1.77 1.90 5.47  0.2480
H -1.93 3.21 4.29  0.2312
H -0.32 2.59 4.74  0.2458
H -1.81 0.04 1.21  0.1992
H -3.21 1.03 0.82  0.1982
H -1.98 2.64 -0.16  0.2184
H -0.91 2.78 1.21  0.2329
H -0.31 0.35 -0.37  0.1906
H -0.33 1.77 -1.39  0.1992
H 2.25 -0.73 -0.51  0.1942
H 3.03 -1.17 1.02  0.2037
H 1.37 -2.90 -0.32  0.2058
H 0.23 -2.09 0.77  0.2057
H 3.32 -2.21 3.39  0.2244
H 2.07 -1.04 3.87  0.2688
H 2.25 -2.57 4.77  0.2437
C -5.57 -2.85 2.97  -0.2263
C -4.58 -1.88 3.07  -0.2289
C -3.26 -2.25 3.31  -0.1684
C -2.93 -3.59 3.46  -0.2169
C -3.92 -4.56 3.35  -0.2206
C -5.24 -4.19 3.11  -0.2178
H -6.59 -2.57 2.78  0.2079
H -4.84 -0.84 2.95  0.2057
H -2.49 -1.50 3.39  0.2110
H -1.91 -3.87 3.64  0.2341
H -3.66 -5.61 3.46  0.2089
H -6.01 -4.95 3.03  0.2084
C 4.23 1.21 -1.93  -0.2462
C 5.60 1.25 -1.72  -0.1997
C 6.46 0.90 -2.75  -0.2145
C 5.95 0.53 -3.99  -0.2122
C 4.58 0.50 -4.19  -0.2373
C 3.72 0.83 -3.16  -0.1582
H 3.55 1.48 -1.12  0.2166
H 5.99 1.54 -0.76  0.2165
H 7.53 0.93 -2.59  0.2135
H 6.63 0.27 -4.79  0.2131
H 4.19 0.21 -5.16  0.2108
H 2.65 0.81 -3.32  0.1967
C -0.27 1.64 -5.88  -0.2356
C -1.45 1.27 -6.51  -0.2097
C -2.67 1.63 -5.96  -0.2103
C -2.72 2.35 -4.78  -0.2126
C -1.53 2.72 -4.15  -0.2439
C -0.31 2.36 -4.70  -0.1544
H 0.69 1.36 -6.31  0.2131
H -1.42 0.71 -7.44  0.2144
H -3.59 1.34 -6.45  0.2146
H -3.67 2.63 -4.35  0.2135
H -1.57 3.29 -3.23  0.2081
H 0.61 2.65 -4.20  0.2033

Entry 2:
Below is a molecular structure, C28H35BeN5P2S at a distorted geometry, with properties calculated with wB97M-V/def2-TZVPD.

net charge: 0
energy relative to the best compared isomer or geometry (same formula, charge and spin): 182.9 kcal per mole

Each line ends with the Löwdin charge.
Positions of all 72 atoms, in Å:
Be -1.04 1.69 -4.23  0.2341
C 0.19 1.72 -5.98  -0.1622
C 1.22 2.21 -5.24  -0.1279
C 1.70 3.63 -5.36  -0.1796
C 0.52 4.58 -5.02  -0.1644
C -0.48 3.84 -4.18  -0.1330
C -1.64 3.19 -4.63  -0.3005
C -1.91 2.94 -6.09  -0.1874
C -0.67 2.55 -6.90  -0.1614
C -2.58 1.12 -2.91  -0.1640
H 0.18 0.68 -6.32  0.1018
H 1.95 1.51 -4.82  0.0916
H 2.06 3.89 -6.37  0.1191
H 2.54 3.84 -4.69  0.0998
H 0.93 5.46 -4.49  0.1190
H 0.09 5.00 -5.95  0.1111
H -0.62 4.46 -3.29  0.0733
H -2.54 3.36 -4.03  0.1057
H -2.38 3.85 -6.47  0.1160
H -2.64 2.12 -6.21  0.1139
H -0.99 1.95 -7.77  0.1205
H -0.16 3.46 -7.26  0.1043
H -2.62 0.05 -2.62  -0.0195
H -3.40 1.20 -3.67  -0.0080
H -2.89 1.64 -1.97  -0.0272
P 0.46 2.90 -1.22  1.0074
P 2.39 -0.23 -1.80  1.0867
N -0.89 4.42 -1.07  -0.1768
N 1.01 3.29 0.28  -0.2473
N 1.23 -0.50 -3.22  -0.1897
N 3.66 -1.35 -2.28  -0.2786
C 1.95 2.72 -2.24  -0.3154
C 2.89 1.48 -2.31  -0.3488
C -2.24 4.40 -1.43  -0.1745
C -2.79 5.68 -1.30  -0.1053
C -1.74 6.54 -0.84  -0.1176
C -0.60 5.75 -0.73  -0.1741
C 0.11 3.38 1.37  -0.1199
C 0.79 3.97 2.40  -0.0723
C 2.14 4.19 1.98  -0.0815
C 2.26 3.76 0.68  -0.1094
C -0.13 -0.02 -3.28  -0.2122
C -0.68 -0.59 -4.50  -0.1230
C 0.30 -1.38 -5.10  -0.0891
C 1.47 -1.28 -4.33  -0.0983
C 4.57 -1.45 -3.34  -0.1540
C 5.37 -2.58 -3.16  -0.0802
C 4.92 -3.22 -1.95  -0.0927
C 3.89 -2.47 -1.43  -0.1395
H 2.58 3.62 -2.06  0.0963
H 1.52 2.83 -3.24  -0.0021
H 3.37 1.33 -3.30  0.0689
H 3.73 1.69 -1.64  0.0696
H -2.72 3.46 -1.73  0.0657
H -3.83 5.96 -1.51  0.0877
H -1.83 7.59 -0.60  0.0843
H 0.41 6.02 -0.42  0.0961
H -0.90 3.01 1.26  0.1204
H 0.34 4.24 3.33  0.0969
H 2.93 4.62 2.56  0.0892
H 3.07 3.71 -0.04  0.0978
H -0.66 -0.18 -2.35  0.0674
H -1.78 -0.48 -4.72  0.1300
H 0.24 -1.92 -6.02  0.1006
H 2.43 -1.75 -4.51  0.0967
H 4.55 -0.72 -4.14  0.1025
H 6.15 -2.92 -3.81  0.0920
H 5.30 -4.14 -1.52  0.0961
H 3.30 -2.57 -0.52  0.0938
S 0.66 -0.48 1.02  0.7380
C 0.16 0.57 -0.03  -0.8879
N -0.30 1.42 -0.80  -0.0687

Entry 3:
Below is a molecular structure, C28H35CuN2O3S2 at a distorted geometry, with properties calculated with wB97M-V/def2-TZVPD.

⟨S²⟩: 0.758
net charge: -1
E: -105035.092 eV
2S+1: 2

Each line ends with the Löwdin spin population.
Positions of all 71 atoms, in Å:
Cu -0.04 0.13 0.36  0.5822
C 2.30 1.30 3.30  0.0012
N 1.50 0.16 2.91  0.0071
C 2.26 -1.06 2.78  0.0016
C 3.04 -1.06 1.45  0.0000
N 2.29 -0.48 0.33  0.0040
C 2.88 0.76 -0.16  -0.0003
C 2.02 -1.49 -0.68  0.0005
C 3.25 -2.00 -1.49  0.0014
C 3.36 -3.46 -1.68  0.0046
C 2.38 -4.28 -1.28  0.0001
C 1.25 -3.84 -0.53  0.0057
C 1.08 -2.54 -0.15  -0.0009
S -0.15 -2.07 0.93  0.0212
C 0.25 0.13 3.56  0.0152
C -0.07 -0.71 4.62  -0.0021
C -1.31 -0.61 5.23  0.0184
C -2.24 0.32 4.80  -0.0011
C -1.95 1.12 3.72  0.0176
C -0.73 1.02 3.07  0.0146
S -0.40 1.93 1.62  0.1308
H 2.51 1.31 4.38  0.0003
H 1.76 2.22 3.03  0.0006
H 3.25 1.29 2.76  0.0002
H 1.56 -1.90 2.77  0.0008
H 2.99 -1.21 3.61  0.0005
H 3.31 -2.09 1.21  0.0000
H 3.97 -0.49 1.57  0.0000
H 3.97 0.66 -0.32  0.0000
H 2.69 1.54 0.57  0.0000
H 2.40 1.04 -1.10  -0.0002
H 4.21 -1.55 -1.23  0.0001
H 4.24 -3.82 -2.20  0.0003
H 2.45 -5.34 -1.46  -0.0001
H 0.52 -4.56 -0.20  0.0001
H 0.64 -1.44 4.97  -0.0006
H -1.54 -1.26 6.06  0.0013
H -3.19 0.41 5.31  -0.0005
H -2.68 1.82 3.33  0.0008
O 1.52 -0.92 -1.90  -0.0004
O 2.69 -1.31 -2.63  -0.0004
C -2.93 -1.81 -1.08  0.0020
C -3.57 -0.46 -0.77  0.0025
C -3.25 0.00 0.65  -0.0005
C -3.17 0.57 -1.81  0.0198
C -4.15 0.96 -2.71  -0.0023
C -3.90 1.86 -3.73  0.0250
C -2.64 2.41 -3.83  -0.0020
C -1.63 2.07 -2.95  0.0205
C -0.27 2.72 -3.14  0.0020
C 0.70 1.70 -3.74  0.0016
C 0.27 3.31 -1.84  -0.0003
C -1.84 1.07 -1.95  -0.0019
O -0.83 0.61 -1.29  0.1094
H -3.16 -2.53 -0.30  0.0004
H -1.85 -1.71 -1.16  -0.0003
H -3.30 -2.20 -2.03  0.0000
H -4.66 -0.57 -0.84  0.0001
H -2.20 -0.19 0.87  -0.0005
H -3.85 -0.53 1.38  0.0001
H -3.42 1.07 0.75  0.0000
H -5.14 0.52 -2.62  -0.0008
H -4.68 2.11 -4.44  0.0018
H -2.43 3.12 -4.62  -0.0007
H -0.38 3.54 -3.86  0.0001
H 0.75 0.82 -3.12  0.0000
H 1.70 2.13 -3.83  0.0001
H 0.37 1.40 -4.74  0.0000
H 0.27 2.55 -1.06  -0.0009
H -0.35 4.14 -1.51  0.0000
H 1.29 3.67 -1.98  0.0001

Entry 4:
Below is a molecular structure, C28H35EuN5P2Se at a distorted geometry, with properties calculated with wB97M-V/def2-TZVPD.

⟨S²⟩: 15.762
net charge: 0
E: -140303.421 eV
2S+1: 8

Each line ends with the Löwdin spin population.
Positions of all 72 atoms, in Å:
Eu 1.24 -0.06 -0.43  7.0476
C -0.98 -0.94 2.15  -0.0012
C -0.35 -2.03 1.66  0.0000
C -0.95 -3.12 0.82  0.0005
C -0.91 -2.89 -0.71  0.0007
C -1.37 -1.56 -1.22  -0.0011
C -2.22 -0.71 -0.63  -0.0018
C -3.05 -1.00 0.58  -0.0002
C -2.41 -0.56 1.91  -0.0002
C 0.52 1.24 -2.33  -0.0295
H -0.44 -0.28 2.84  0.0003
H 0.70 -2.20 1.95  0.0015
H -1.97 -3.36 1.15  0.0001
H -0.35 -4.02 1.03  0.0000
H 0.12 -3.08 -1.06  0.0007
H -1.53 -3.69 -1.16  0.0001
H -0.97 -1.30 -2.21  0.0005
H -2.40 0.27 -1.10  0.0002
H -3.34 -2.05 0.63  0.0000
H -3.98 -0.42 0.49  0.0000
H -2.46 0.54 1.99  0.0000
H -3.05 -0.94 2.73  -0.0001
H 0.67 2.29 -2.01  -0.0010
H -0.44 1.15 -2.87  -0.0020
H 1.35 0.93 -3.00  -0.0009
P -2.09 -7.80 -3.09  0.0000
P -0.71 -8.25 -0.39  0.0000
N -3.65 -7.17 -3.59  0.0000
N -1.83 -8.69 -4.62  0.0000
N -1.84 -7.92 0.92  0.0000
N 0.41 -9.18 0.61  0.0000
C -2.72 -9.23 -2.08  0.0000
C -1.64 -9.70 -1.11  0.0000
C -4.05 -5.87 -3.28  0.0000
C -5.40 -5.73 -3.58  0.0000
C -5.86 -7.00 -4.08  0.0000
C -4.77 -7.87 -4.07  0.0000
C -0.78 -8.34 -5.48  0.0000
C -0.70 -9.29 -6.49  0.0000
C -1.73 -10.26 -6.26  0.0000
C -2.41 -9.86 -5.11  0.0000
C -2.07 -6.61 1.36  0.0000
C -3.10 -6.62 2.28  0.0000
C -3.55 -7.98 2.41  0.0000
C -2.76 -8.75 1.57  0.0000
C 0.17 -10.12 1.62  0.0000
C 1.36 -10.78 1.90  0.0000
C 2.36 -10.25 1.02  0.0000
C 1.76 -9.29 0.23  0.0000
H -3.05 -10.06 -2.71  0.0000
H -3.61 -8.88 -1.53  0.0000
H -2.06 -10.36 -0.34  0.0000
H -0.88 -10.29 -1.65  0.0000
H -3.32 -5.18 -2.88  0.0000
H -5.99 -4.84 -3.44  0.0000
H -6.86 -7.24 -4.40  0.0000
H -4.71 -8.90 -4.36  0.0000
H -0.20 -7.46 -5.27  0.0000
H 0.01 -9.29 -7.31  0.0000
H -1.94 -11.14 -6.85  0.0000
H -3.25 -10.33 -4.61  0.0000
H -1.45 -5.82 0.96  0.0000
H -3.49 -5.76 2.80  0.0000
H -4.35 -8.34 3.04  0.0000
H -2.79 -9.82 1.39  0.0000
H -0.81 -10.23 2.05  0.0000
H 1.50 -11.56 2.64  0.0000
H 3.40 -10.56 0.96  0.0000
H 2.13 -8.66 -0.56  0.0000
Se 1.24 4.92 1.08  -0.0011
C 1.00 3.20 0.91  0.0010
N 0.89 2.01 0.75  -0.0140

Entry 5:
Below is a molecular structure, C28H35GaNPS2 at a distorted geometry, with properties calculated with wB97M-V/def2-TZVPD.

net charge: 0
E: -114433.315 eV

Each line ends with the natural charge from an NBO analysis.
Positions of all 68 atoms, in Å:
Ga -0.88 -0.83 0.61  1.1664
C -2.34 2.64 -2.73  -0.6103
C -2.65 1.44 -1.82  -0.4992
C -2.47 0.12 -2.62  -0.6131
P -1.68 1.33 -0.26  0.9278
C -2.46 2.43 1.01  -0.4896
C -1.45 2.68 2.16  -0.6119
C -3.05 3.77 0.50  -0.6111
C -0.01 1.94 -0.62  -0.5038
C 0.25 3.27 -0.92  -0.1145
C 1.57 3.70 -1.19  -0.0971
C 1.85 5.15 -1.54  -0.6226
C 2.62 2.77 -1.15  -0.1499
C 2.39 1.44 -0.82  -0.3058
C 1.08 1.00 -0.53  0.3257
N 0.80 -0.31 -0.15  -0.9033
C 1.84 -1.27 -0.25  0.1835
C 2.64 -1.57 0.90  -0.0325
C 2.36 -0.89 2.23  -0.6446
C 3.68 -2.50 0.77  -0.1775
C 3.98 -3.10 -0.46  -0.0184
C 5.07 -4.14 -0.60  -0.6275
C 3.24 -2.73 -1.60  -0.2242
C 2.18 -1.82 -1.52  -0.0199
C 1.38 -1.43 -2.75  -0.6349
H -3.04 2.62 -3.57  0.2190
H -1.33 2.59 -3.12  0.2221
H -2.46 3.60 -2.23  0.2100
H -3.69 1.51 -1.49  0.2292
H -1.44 0.03 -3.00  0.2155
H -3.11 0.14 -3.50  0.2176
H -2.73 -0.75 -2.02  0.2326
H -3.29 1.81 1.40  0.2399
H -0.62 3.31 1.83  0.2171
H -1.06 1.76 2.59  0.2317
H -1.99 3.21 2.94  0.2188
H -2.25 4.47 0.25  0.2064
H -3.60 4.23 1.32  0.2213
H -3.74 3.67 -0.33  0.2124
H -0.55 3.99 -0.99  0.1964
H 1.00 5.78 -1.25  0.2089
H 2.04 5.28 -2.61  0.2159
H 2.71 5.53 -0.97  0.2168
H 3.62 3.09 -1.41  0.2122
H 3.20 0.72 -0.82  0.2336
H 2.20 0.18 2.10  0.2183
H 3.21 -1.03 2.88  0.2133
H 1.47 -1.29 2.71  0.2405
H 4.26 -2.75 1.64  0.1968
H 5.46 -4.40 0.38  0.2132
H 5.90 -3.75 -1.19  0.2169
H 4.69 -5.03 -1.07  0.2186
H 3.47 -3.20 -2.55  0.2036
H 1.69 -2.05 -3.59  0.2151
H 1.52 -0.38 -3.05  0.2196
H 0.31 -1.61 -2.57  0.2195
S -1.26 -0.93 2.85  -0.2672
C -2.03 -2.52 2.84  -0.0827
C -2.37 -3.04 4.11  -0.2538
C -3.05 -4.26 4.20  -0.2195
C -3.37 -4.98 3.03  -0.2226
C -3.02 -4.50 1.77  -0.2061
C -2.32 -3.27 1.65  -0.2302
S -1.86 -2.78 0.03  -0.2214
H -2.10 -2.46 4.98  0.2171
H -3.34 -4.64 5.17  0.2121
H -3.92 -5.90 3.12  0.2114
H -3.20 -5.07 0.86  0.2186

Entry 6:
Below is a molecular structure, C28H35IrO5Si, with properties calculated with wB97M-V/def2-TZVPD.

net charge: +2
E: -50541.088 eV

Each line ends with the natural charge from an NBO analysis.
Positions of all 70 atoms, in Å:
Ir -0.42 0.80 0.16  0.8574
C -3.00 1.98 0.16  -0.1085
C -2.26 3.24 0.55  -0.1094
O -0.96 2.88 1.05  -0.5913
C -0.80 2.77 2.47  -0.0906
C 0.65 2.43 2.69  -0.0925
O 0.95 1.15 2.09  -0.5630
C 2.38 0.88 2.09  -0.0953
C 3.09 1.68 1.03  -0.0970
O 2.36 1.47 -0.17  -0.5596
C 2.42 2.55 -1.08  -0.0870
C 1.48 2.20 -2.20  -0.0771
O 0.14 2.12 -1.67  -0.5588
C -0.77 1.63 -2.67  -0.1013
C -2.16 1.75 -2.13  -0.0909
O -2.19 1.19 -0.78  -0.5034
H -3.96 2.18 -0.31  0.2336
H -3.15 1.31 1.01  0.2330
H -2.83 3.81 1.29  0.2297
H -2.07 3.89 -0.30  0.2167
H -1.45 1.99 2.86  0.1993
H -1.04 3.72 2.95  0.2226
H 0.87 2.37 3.75  0.2212
H 1.28 3.21 2.24  0.2018
H 2.47 -0.19 1.91  0.2397
H 2.77 1.10 3.09  0.2107
H 4.12 1.33 0.93  0.2155
H 3.11 2.75 1.27  0.1821
H 3.43 2.68 -1.48  0.2128
H 2.11 3.48 -0.60  0.1894
H 1.75 1.24 -2.64  0.1967
H 1.49 2.98 -2.97  0.2158
H -0.53 0.59 -2.90  0.2171
H -0.67 2.22 -3.59  0.2270
H -2.87 1.18 -2.74  0.2362
H -2.49 2.78 -2.09  0.2084
C -3.69 -0.90 2.42  -0.1163
C -2.46 -0.62 2.95  -0.2668
C -1.31 -0.77 2.15  -0.1214
C -1.40 -1.14 0.80  -0.6364
C -2.72 -1.35 0.27  -0.0652
C -3.82 -1.27 1.06  -0.2513
Si 0.09 -1.41 -0.32  1.5783
C -0.24 -2.23 -1.95  -0.5919
C 0.30 -1.85 -3.18  -0.1373
C 0.06 -2.60 -4.32  -0.2210
C -0.72 -3.75 -4.25  -0.1645
C -1.24 -4.15 -3.03  -0.1936
C -0.99 -3.41 -1.89  -0.1841
C 1.59 -2.04 0.56  -0.6061
C 2.83 -1.93 -0.07  -0.1307
C 3.99 -2.37 0.54  -0.2152
C 3.92 -2.95 1.80  -0.1729
C 2.70 -3.10 2.44  -0.2066
C 1.54 -2.65 1.82  -0.1872
H -4.57 -0.84 3.04  0.2455
H -2.36 -0.34 4.00  0.2434
H -0.34 -0.66 2.61  0.2514
H -2.82 -1.62 -0.78  0.2264
H -4.80 -1.51 0.67  0.2462
H 0.95 -0.99 -3.26  0.1868
H 0.50 -2.30 -5.27  0.2323
H -0.90 -4.33 -5.14  0.2379
H -1.83 -5.06 -2.97  0.2368
H -1.40 -3.75 -0.95  0.2141
H 2.90 -1.49 -1.06  0.2062
H 4.94 -2.27 0.04  0.2330
H 4.82 -3.30 2.29  0.2380
H 2.64 -3.59 3.40  0.2364
H 0.59 -2.80 2.32  0.2147